1.
Formula: C42H38CaF3N7O4STe
Source: the Open Molecules 2025 dataset
Level of theory: the ωB97M-V functional and the def2-TZVPD basis

Geometry as XYZ:
```
97
Properties=species:S:1:pos:R:3:mulliken_charge:R:1
Ca 1.2352 -0.1987 -0.4828 2.173
C 6.0969 -2.1261 -0.4311 -1.172
C 5.7209 -1.9996 -1.8777 1.295
C 6.6223 -1.4809 -2.7980 -0.895
C 6.2907 -1.3606 -4.1382 -0.809
C 5.0395 -1.7751 -4.5641 -0.912
C 4.1159 -2.3038 -3.6737 1.292
C 2.7612 -2.7418 -4.1388 -1.225
C 4.4531 -2.4051 -2.3208 0.164
N 3.5411 -3.0310 -1.4496 -0.594
C 3.0700 -2.3416 -0.4683 -0.106
O 3.2439 -1.1139 -0.1618 -1.144
C 2.1366 -3.0816 0.4666 0.570
C 2.5368 -4.2248 1.1315 -0.763
C 1.6579 -4.7892 2.0431 -0.589
C 0.4062 -4.2358 2.1998 -0.562
C 0.0520 -3.1260 1.4352 0.043
N 0.9221 -2.5238 0.6270 0.031
C -1.3894 -2.6662 1.4855 0.212
O -1.7353 -2.0234 2.5088 -0.630
N -2.0722 -3.0821 0.4560 -0.598
C -3.4599 -2.9274 0.4376 -0.210
C -4.0076 -2.1922 -0.6239 1.155
C -3.0861 -1.5404 -1.6052 -1.278
C -5.3804 -2.0392 -0.7194 -0.829
C -6.2365 -2.6253 0.2007 -0.779
C -5.6995 -3.3995 1.2152 -0.898
C -4.3265 -3.5710 1.3485 1.644
C -3.7965 -4.4454 2.4444 -1.285
H 7.1343 -1.8269 -0.2745 0.442
H 5.9760 -3.1563 -0.0882 0.225
H 5.4532 -1.5036 0.1911 0.157
H 7.5979 -1.1597 -2.4490 0.307
H 6.9974 -0.9440 -4.8444 0.358
H 4.7603 -1.6781 -5.6065 0.319
H 2.7074 -2.7425 -5.2278 0.417
H 1.9864 -2.0684 -3.7729 0.106
H 2.5224 -3.7353 -3.7575 0.347
H 3.5154 -4.6374 0.9346 0.495
H 1.9425 -5.6682 2.6106 0.393
H -0.3243 -4.6578 2.8752 0.466
H -2.5984 -0.6707 -1.1626 0.049
H -3.6283 -1.2028 -2.4906 0.449
H -2.2952 -2.2266 -1.9076 0.347
H -5.7842 -1.4443 -1.5310 0.327
H -7.3072 -2.4938 0.1165 0.351
H -6.3535 -3.8833 1.9322 0.271
H -4.6105 -4.9841 2.9329 0.441
H -3.2621 -3.8520 3.1847 0.192
H -3.0841 -5.1719 2.0458 0.287
N 4.1289 6.6044 -2.4293 -0.634
C 3.4652 5.3730 -2.5714 1.224
C 3.5267 4.4226 -1.5549 -0.949
C 2.9007 3.1986 -1.7028 -0.411
C 2.2020 2.9205 -2.8699 -0.394
C 2.1378 3.8579 -3.8890 -0.380
C 2.7759 5.0794 -3.7431 -0.767
S 1.3698 1.3815 -3.0474 1.312
O 0.9826 1.2697 -4.4294 -0.779
O 2.2859 0.3587 -2.5043 -0.479
N 0.1942 1.3194 -1.9916 -0.093
C -0.8857 2.1529 -2.0179 -0.007
N -0.9355 3.1930 -2.8426 -0.471
C -2.0363 3.9309 -2.7631 -0.334
C -3.0703 3.6658 -1.8875 -0.820
C -2.8895 2.5678 -1.0493 -0.017
N -1.8130 1.8171 -1.1018 -0.096
H 4.2683 6.8733 -1.4656 0.237
H 3.7033 7.3532 -2.9571 0.221
H 4.0560 4.6417 -0.6374 0.309
H 2.9582 2.4861 -0.8916 0.399
H 1.5781 3.6222 -4.7792 0.505
H 2.7330 5.8123 -4.5387 0.272
H -2.0854 4.7828 -3.4331 0.404
H -3.9601 4.2748 -1.8488 0.378
H -3.6290 2.2816 -0.3074 0.360
C -4.5559 1.9376 3.0962 -1.402
Te -3.7053 0.0226 2.5336 0.211
C -2.1331 0.8726 3.6959 -0.857
C -2.8259 1.6073 4.8042 0.664
C -2.3097 1.7297 6.0829 -0.687
C -3.0418 2.3697 7.0780 -0.508
C -4.2930 2.8877 6.7893 -0.458
C -4.8105 2.7779 5.5032 -0.739
C -4.0841 2.1501 4.5059 0.671
H -5.6385 1.9862 2.9910 0.452
H -4.0993 2.6770 2.4354 0.365
H -1.5904 1.5449 3.0330 0.128
H -1.4436 0.1053 4.0347 0.498
H -1.3390 1.3063 6.3058 0.453
H -2.6381 2.4485 8.0793 0.371
H -4.8760 3.3674 7.5662 0.361
H -5.7931 3.1752 5.2781 0.376
F 0.2199 2.3195 1.5292 -0.292
C 1.2503 1.3825 1.4705 0.003
F 2.3769 2.2389 1.4124 -0.358
F 1.3106 0.9313 2.7718 -0.290
```

Summary:
Total charge: -2
Orbital gap in eV: 6.631
HOMO energy in Ha: -0.099
Energy in eV: -107517.5482
Relative energy (zero: lowest compared OMol25 entry of this formula, charge and spin) in kJ/mol: 134.9

---

2.
Formula: C42H39BaGeN6O8
Source: the Open Molecules 2025 dataset
Level of theory: the ωB97M-V functional and the def2-TZVPD basis

Geometry as XYZ:
```
97
Properties=species:S:1:pos:R:3:mulliken_charge:R:1
Ba 1.5985 0.0608 0.4441 1.226
C 1.3292 -1.7537 -3.7483 -1.264
C 0.3989 -2.0828 -2.5775 0.619
C -0.8200 -1.1662 -2.5547 -0.658
N -1.4353 -1.0277 -1.2364 0.752
C -1.8853 -2.1885 -0.5542 0.729
C -2.3368 -3.2684 -1.2096 -0.289
C -2.7773 -4.5165 -0.6117 -0.819
C -3.2842 -4.7116 0.6172 -0.598
C -3.5022 -3.6981 1.6335 -0.211
C -2.8366 -2.5459 1.7666 -1.262
C -1.6791 -2.1845 0.9221 -0.074
N -0.5281 -1.8593 1.3448 0.604
C -0.2836 -1.9067 2.7923 -0.747
C 1.2150 -1.9328 3.1192 -0.207
C 2.0560 -2.9186 2.2713 -1.329
N 2.4576 -2.4061 0.9565 -0.238
C 3.6469 -2.5972 0.4770 0.918
C 4.7970 -3.0231 1.2311 -1.293
C 5.8948 -3.7529 0.8490 -0.225
C 6.2339 -4.3195 -0.3783 -0.535
C 5.5394 -4.0579 -1.5497 -0.626
C 4.5354 -3.1551 -1.8342 -0.733
C 3.8370 -2.2187 -1.0017 0.720
N 3.2265 -1.1500 -1.4302 0.267
C 3.4548 -0.6622 -2.7768 -1.428
C 2.1538 -0.4774 -3.5586 0.479
H 0.7248 -1.6705 -4.6597 0.480
H 2.0079 -2.5934 -3.9239 0.418
H 0.9498 -1.9964 -1.6409 -0.186
H 0.0837 -3.1257 -2.6400 0.632
H -1.5716 -1.4984 -3.2825 0.034
H -0.5442 -0.1650 -2.8849 -0.446
H -2.3550 -3.2392 -2.2932 0.410
H -2.7601 -5.3772 -1.2729 0.355
H -3.6361 -5.7109 0.8495 0.346
H -4.2808 -3.9073 2.3610 0.428
H -3.1106 -1.8461 2.5457 0.584
H -0.7579 -2.8013 3.2113 0.576
H -0.7581 -1.0343 3.2446 -0.126
H 1.3279 -2.2335 4.1635 0.493
H 1.6406 -0.9238 3.0882 -0.135
H 1.4481 -3.8100 2.0717 0.279
H 2.9181 -3.2728 2.8421 0.598
H 4.7622 -2.7542 2.2803 0.391
H 6.5872 -3.9574 1.6640 0.297
H 7.0818 -4.9894 -0.4238 0.311
H 5.8705 -4.6195 -2.4219 0.297
H 4.2327 -3.1262 -2.8742 0.199
H 4.1435 -1.2795 -3.3613 0.334
H 3.9407 0.3191 -2.7006 0.389
H 2.4141 -0.0464 -4.5309 0.461
H 1.5383 0.2915 -3.0751 -0.494
O 2.8315 1.2956 2.1464 -0.689
C 2.0961 2.2554 1.7561 -0.684
O 1.9676 2.5289 0.5397 -0.699
C 1.0937 2.7794 2.7478 1.677
C 1.3876 3.6504 3.7566 -0.365
C 0.3970 3.9870 4.6895 -0.782
C -0.8483 3.4125 4.6835 -0.589
C -1.1080 2.4602 3.7143 -0.841
C -0.2014 2.0935 2.6815 -0.069
O -0.4191 1.2492 1.7667 0.517
N -2.4298 1.8104 3.7996 0.987
O -3.3777 2.4972 4.1621 -0.662
O -2.5305 0.6496 3.4513 -0.534
N 0.7041 4.9697 5.7350 1.034
O 1.8225 5.4633 5.7402 -0.665
O -0.1631 5.2342 6.5555 -0.664
H 2.3666 4.1001 3.8355 0.615
H -1.5917 3.6775 5.4177 0.621
Ge -1.3940 1.9202 -1.6436 0.886
C -1.6377 3.3706 -0.4139 0.607
C -2.5579 3.3777 0.6340 0.214
C -2.6552 4.4843 1.4666 -0.491
C -1.8319 5.5845 1.2711 -0.482
C -0.9108 5.5850 0.2390 -0.769
C -0.8180 4.4819 -0.6006 -0.690
C -2.5994 1.9649 -3.1541 0.100
C -2.1006 1.9240 -4.4551 -0.295
C -2.9558 1.9018 -5.5509 -0.660
C -4.3272 1.9206 -5.3520 -0.424
C -4.8365 1.9618 -4.0613 -0.655
C -3.9813 1.9827 -2.9697 -0.155
H 0.0734 1.9207 -2.1312 -0.396
H -3.1687 2.5037 0.8214 0.319
H -3.3560 4.4663 2.2895 0.354
H -1.8967 6.4340 1.9409 0.404
H -0.2475 6.4289 0.0950 0.391
H -0.0638 4.4882 -1.3803 0.271
H -1.0284 1.9103 -4.6246 0.350
H -2.5463 1.8706 -6.5531 0.385
H -4.9998 1.9023 -6.2009 0.369
H -5.9075 1.9756 -3.8997 0.389
H -4.4024 2.0071 -1.9702 0.361
O -2.8028 0.2134 0.0773 -0.615
C -1.9482 0.1927 -0.7912 0.324
```

Summary:
Total charge: -1
Orbital gap in eV: 6.311
HOMO energy in Ha: -0.156
Energy in eV: -126714.8107
Relative energy (zero: lowest compared OMol25 entry of this formula, charge and spin) in kJ/mol: 36.8